1.
Computed, not measured: a 2-piece molecular cluster, C11H18 overall, with ωB97M-V/def2-TZVPD.

Each line ends with the natural charge from an NBO analysis.
CARTESIAN COORDINATES (ANGSTROEM)
C1 -0.932 -0.045 -1.842  -0.4327
C2 -1.594 -0.852 -2.967  -0.6107
C3 -0.006 -0.907 -1.006  0.0143
C4 1.374 -0.736 -1.028  -0.2309
C5 -0.523 -1.964 -0.257  -0.2367
C6 2.207 -1.681 -0.439  -0.1908
C7 0.310 -2.872 0.372  -0.2003
C8 1.698 -2.744 0.290  -0.2308
H1 -0.432 0.856 -2.195  0.2117
H2 -1.680 0.297 -1.126  0.2099
H3 -1.295 -1.903 -2.917  0.2167
H4 1.837 0.147 -1.456  0.2120
H5 -1.583 -2.002 -0.022  0.2118
H6 3.277 -1.586 -0.572  0.2082
H7 -0.102 -3.746 0.859  0.2109
H8 2.360 -3.468 0.738  0.2139
H9 -1.284 -0.508 -3.956  0.2113
H10 -2.685 -0.794 -2.959  0.2115
C9 -0.007 2.781 1.782  -0.4090
C10 1.007 1.748 1.281  -0.6180
C11 -1.204 2.284 2.587  -0.6067
H11 0.509 3.555 2.359  0.1980
H12 -0.356 3.346 0.910  0.1946
H13 0.705 0.708 1.439  0.2138
H14 -2.091 2.882 2.366  0.2070
H15 -1.510 1.286 2.257  0.2007
H16 2.017 1.900 1.647  0.2103
H17 1.013 1.738 0.192  0.2034
H18 -1.030 2.279 3.662  0.2066

Output
Charge = 0
Multiplicity = 1
Orbital gap = 0.3669 hartree
DFT total energy = -11698.553 eV
Relative energy (zero: lowest compared OMol25 entry of this formula, charge and spin) = 16.8 kcal per mole
SMILES = CCc1ccccc1.CCC
E_LUMO = 0.98 eV
Molar mass = 150.3 g mol⁻¹



2.
Computed, not measured: one molecule with the formula C8H6N2O2, with ωB97M-V/def2-TZVPD.

Each line ends with the natural charge from an NBO analysis.
CARTESIAN COORDINATES (ANGSTROEM)
C1 1.300 2.374 0.793  -0.1619
C2 1.242 1.181 0.723  -0.0403
C3 1.138 -0.277 0.615  -0.3808
C4 2.480 -0.843 0.410  0.2789
N1 3.526 -1.280 0.238  -0.2683
C5 0.217 -0.686 -0.577  -0.2876
C6 0.832 -0.282 -1.844  0.2659
N2 1.324 0.065 -2.820  -0.2738
C7 -1.164 -0.045 -0.471  -0.5323
C8 -1.986 -0.682 0.632  0.7948
O1 -1.562 -1.526 1.367  -0.5689
O2 -3.251 -0.242 0.748  -0.6530
H1 1.302 3.436 0.849  0.2456
H2 0.712 -0.701 1.525  0.3055
H3 0.120 -1.771 -0.542  0.2804
H4 -1.699 -0.169 -1.416  0.2507
H5 -1.089 1.031 -0.299  0.2590
H6 -3.443 0.416 0.069  0.4859

Output
Charge = 0
Multiplicity = 1
Orbital gap = 0.4139 hartree
DFT total energy = -15466.046 eV
Relative energy (zero: lowest compared OMol25 entry of this formula, charge and spin) = 72.5 kcal per mole
SMILES = C#C[C@H](C#N)[C@H](C#N)CC(=O)O
E_LUMO = 0.08 eV
Molar mass = 162.1 g mol⁻¹



3.
Computed, not measured: a 2-piece molecular cluster, C3H11N3 overall, with ωB97M-V/def2-TZVPD.

Each line ends with the natural charge from an NBO analysis.
CARTESIAN COORDINATES (ANGSTROEM)
C1 -2.148 -1.396 1.117  -0.4269
N1 -1.507 -1.785 -0.144  -0.6305
C2 -2.106 -1.095 -1.315  -0.4181
H1 -2.915 -2.063 1.534  0.1802
H2 -2.695 -0.462 0.970  0.1903
H3 -1.386 -1.282 1.882  0.1921
H4 -1.621 -2.776 -0.300  0.3497
H5 -1.718 -0.091 -1.419  0.1953
H6 -1.776 -1.713 -2.153  0.1966
H7 -3.186 -1.244 -1.287  0.1726
N2 2.507 0.793 0.880  -0.8264
C3 1.766 1.418 -0.090  0.2685
N3 2.110 2.590 -0.442  -0.7204
H8 2.223 -0.114 1.159  0.3896
H9 3.452 1.121 0.861  0.4009
H10 0.902 0.915 -0.517  0.1531
H11 1.413 2.958 -1.070  0.3332

Output
Charge = 0
Multiplicity = 1
Orbital gap = 0.3671 hartree
DFT total energy = -7758.678 eV
Relative energy (zero: lowest compared OMol25 entry of this formula, charge and spin) = 32.4 kcal per mole
SMILES = [H]/N=C/N.CNC
E_LUMO = 0.91 eV
Molar mass = 89.1 g mol⁻¹



4.
Computed, not measured: C21H41BrClCsN2O5 as an isolated structure, with ωB97M-V/def2-TZVPD.

Each line ends with the Mulliken charge.
CARTESIAN COORDINATES (ANGSTROEM)
C1 -3.847 1.290 -2.222  -2.0252
C2 -3.544 1.309 -0.670  1.9748
C3 -4.241 0.185 0.128  -1.0576
C4 -3.309 -0.328 1.277  -0.1446
C5 -3.635 0.277 2.653  -0.9868
C6 -3.602 1.827 2.666  -1.0646
C7 -2.236 2.459 2.290  0.3749
C8 -1.042 1.855 3.060  -0.4706
C9 0.368 2.288 2.428  1.5330
C10 0.310 3.853 2.434  -1.1486
C11 1.630 4.554 2.855  -0.9401
C12 2.707 4.551 1.762  -0.9375
N1 1.471 1.782 3.249  -0.1351
C13 2.242 0.844 2.523  0.2837
O1 3.424 0.633 2.631  -0.6235
C14 1.200 0.234 1.564  -0.2152
Br1 1.919 -0.974 0.204  -0.3069
C15 0.497 1.519 1.077  1.4649
C16 1.111 2.187 -0.168  -0.2815
C17 0.171 3.123 -0.881  0.2333
N2 0.347 4.372 -0.979  -0.6027
H1 -4.737 0.700 -2.453  0.4046
H2 -2.932 0.844 -2.751  0.5820
H3 -3.942 2.339 -2.622  0.5025
H4 -3.799 2.265 -0.200  0.2417
H5 -2.436 1.218 -0.539  -1.2426
H6 -5.163 0.582 0.564  0.3100
H7 -4.434 -0.643 -0.566  0.4420
H8 -2.257 -0.116 1.049  -0.2193
H9 -3.474 -1.410 1.335  0.4948
H10 -4.643 -0.037 2.963  0.4283
H11 -2.925 -0.106 3.393  0.2940
H12 -3.842 2.154 3.687  0.4492
H13 -4.414 2.193 2.019  0.3804
H14 -2.015 2.451 1.215  -0.1973
H15 -2.318 3.525 2.569  0.3908
H16 -1.073 0.662 3.055  -0.9247
H17 -1.005 2.151 4.114  0.5442
H18 -0.399 4.124 3.228  0.4975
H19 -0.097 4.278 1.514  0.2735
H20 1.341 5.610 2.999  0.5133
H21 1.975 4.197 3.827  0.2881
H22 2.212 4.836 0.823  0.1767
H23 3.120 3.544 1.622  0.1224
H24 3.521 5.261 1.938  0.4664
H25 1.179 1.530 4.186  0.5387
H26 0.602 -0.388 2.246  0.1800
H27 -0.486 1.132 0.768  -1.9007
H28 1.282 1.366 -0.891  0.6165
H29 2.085 2.657 -0.015  0.1342
H30 -0.712 2.635 -1.360  -0.4356
H31 -0.427 4.751 -1.530  0.2584
Cl1 -0.456 -0.541 4.246  -0.5377
Cs1 -1.375 0.774 -3.543  1.0114
C18 3.583 -3.686 -1.523  -0.9805
C19 4.496 -4.806 -1.971  -0.4036
O2 3.770 -5.836 -2.663  -0.3476
C20 3.428 -5.559 -3.917  0.7685
O3 3.675 -4.545 -4.518  -0.5668
O4 2.740 -6.600 -4.396  -0.3319
C21 2.218 -6.407 -5.713  -0.7469
H32 2.753 -4.078 -0.933  0.3265
H33 4.131 -2.960 -0.923  0.3693
H34 3.150 -3.166 -2.379  0.3334
H35 4.941 -5.285 -1.100  0.3189
H36 5.312 -4.436 -2.591  0.3227
H37 2.999 -6.111 -6.412  0.3326
H38 1.424 -5.660 -5.692  0.3226
H39 1.798 -7.353 -6.039  0.2778
O5 0.057 -8.651 -5.026  -0.6193
H40 0.414 -8.225 -4.238  0.3139
H41 -0.785 -9.016 -4.736  0.3030

Output
Charge = 0
Multiplicity = 1
Orbital gap = 0.1698 hartree
DFT total energy = -118768.918 eV
E_LUMO = -1.80 eV
Molar mass = 649.8 g mol⁻¹



5.
Computed, not measured: one molecule with the formula C4H7NO, with ωB97M-V/def2-TZVPD.

Each line ends with the natural charge from an NBO analysis.
CARTESIAN COORDINATES (ANGSTROEM)
N1 2.039 -0.344 -0.420  -0.8123
C1 1.013 0.070 0.396  0.5029
O1 1.497 0.766 1.461  -0.6753
C2 -0.288 -0.138 0.189  -0.2755
C3 -1.260 -0.525 -0.837  -0.4168
C4 -1.571 0.576 0.176  -0.4131
H1 1.757 -0.906 -1.207  0.3900
H2 2.886 -0.638 0.044  0.3867
H3 0.756 0.865 2.074  0.4904
H4 -1.117 -0.244 -1.880  0.2017
H5 -1.802 -1.463 -0.708  0.2092
H6 -2.349 0.384 0.913  0.2056
H7 -1.560 1.598 -0.203  0.2064

Output
Charge = 0
Multiplicity = 1
Orbital gap = 0.3209 hartree
DFT total energy = -7797.298 eV
Relative energy (zero: lowest compared OMol25 entry of this formula, charge and spin) = 54.1 kcal per mole
SMILES = NC(O)=C1CC1
E_LUMO = 0.92 eV
Molar mass = 85.1 g mol⁻¹



6.
Computed, not measured: C37H39AgFN3O3Sb as an isolated structure, with ωB97M-V/def2-TZVPD.

Each line ends with the Mulliken charge.
CARTESIAN COORDINATES (ANGSTROEM)
Ag1 0.950 -2.745 -0.995  0.0953
C1 -6.528 -0.903 1.102  -0.9561
C2 -5.951 -1.478 -0.195  -1.0375
N1 -4.512 -1.360 -0.273  0.1735
C3 -3.711 -2.442 -0.169  -0.2775
C4 -2.340 -2.491 -0.274  -0.2113
C5 -1.685 -3.773 0.041  0.0921
O1 -2.316 -4.835 -0.059  -0.6839
O2 -0.383 -3.778 0.363  -0.7155
C6 -1.690 -1.247 -0.697  1.3884
O3 -0.566 -1.083 -1.252  -0.8131
C7 -2.504 -0.044 -0.542  -0.1795
C8 -1.922 1.257 -0.644  -0.5334
C9 -2.685 2.355 -0.849  0.9187
F1 -1.974 3.471 -1.221  -0.3510
C10 -4.118 2.316 -0.796  -0.4330
C11 -4.700 1.051 -0.523  -0.2149
C12 -3.940 -0.092 -0.413  -0.4558
N2 -4.873 3.440 -0.947  0.1827
C13 -6.122 3.642 -0.189  -0.3056
C14 -7.175 4.342 -0.974  -0.8154
N3 -6.636 5.678 -1.458  -0.0946
C15 -5.374 5.487 -2.258  -0.9158
C16 -4.324 4.657 -1.486  -0.6700
H1 -7.213 -1.676 1.556  0.3380
H2 -7.172 -0.022 0.876  0.2393
H3 -5.707 -0.611 1.748  0.3733
H4 -6.447 -1.069 -1.073  0.5333
H5 -6.181 -2.531 -0.346  0.5459
H6 -4.230 -3.350 0.143  0.4243
H7 -0.819 1.374 -0.717  0.5295
H8 -5.770 0.904 -0.493  0.5747
H9 -5.924 4.210 0.777  0.2045
H10 -6.502 2.667 0.113  0.1289
H11 -8.041 4.568 -0.322  0.3883
H12 -7.522 3.777 -1.806  0.3852
H13 -6.394 6.161 -0.579  0.4202
H14 -7.378 6.160 -1.989  0.3617
H15 -4.974 6.479 -2.524  0.4006
H16 -5.645 4.952 -3.153  0.3965
H17 -3.784 5.310 -0.762  0.3804
H18 -3.561 4.410 -2.242  0.4780
C17 6.120 0.053 -0.791  -0.8821
C18 6.221 -1.397 -1.021  1.2096
C19 7.386 -1.847 -1.673  -0.7528
C20 7.571 -3.181 -1.966  -0.5297
C21 6.623 -4.121 -1.585  -0.5969
C22 5.447 -3.703 -0.914  -0.7316
C23 5.234 -2.341 -0.680  -0.0747
Sb1 3.197 -1.771 0.087  2.0714
C24 3.341 -2.599 2.102  0.3365
C25 2.175 -3.319 2.473  -0.8923
C26 2.213 -4.253 3.500  -0.7510
C27 3.336 -4.262 4.361  -0.4952
C28 4.466 -3.551 4.013  -0.6992
C29 4.491 -2.722 2.872  0.8151
C30 5.753 -2.004 2.644  -1.0886
C31 3.062 0.390 0.298  0.5641
C32 3.315 0.893 1.589  -0.2982
C33 3.230 2.258 1.793  -0.6255
C34 2.844 3.088 0.753  -0.7454
C35 2.554 2.569 -0.537  -0.6170
C36 2.671 1.199 -0.759  0.3789
C37 2.355 0.665 -2.110  -1.3392
H19 7.001 0.593 -1.162  0.4244
H20 5.978 0.360 0.252  0.1561
H21 5.255 0.417 -1.360  0.0375
H22 8.097 -1.110 -2.044  0.3207
H23 8.464 -3.415 -2.577  0.3231
H24 6.685 -5.191 -1.882  0.3581
H25 4.675 -4.439 -0.763  0.4404
H26 1.233 -3.222 1.958  0.3284
H27 1.423 -4.980 3.626  0.4796
H28 3.396 -4.841 5.306  0.3262
H29 5.413 -3.571 4.580  0.3517
H30 6.370 -1.892 3.565  0.4517
H31 5.593 -0.966 2.274  0.0243
H32 6.352 -2.527 1.870  0.2512
H33 3.578 0.185 2.389  0.3336
H34 3.628 2.678 2.757  0.3192
H35 2.712 4.171 0.979  0.3175
H36 2.113 3.204 -1.305  0.4783
H37 1.423 1.030 -2.561  0.4171
H38 2.142 -0.442 -2.036  -0.0497
H39 3.207 0.775 -2.813  0.3649

Output
Charge = +1
Multiplicity = 1
Orbital gap = 0.2234 hartree
DFT total energy = -62860.531 eV
Relative energy (zero: lowest compared OMol25 entry of this formula, charge and spin) = 6.0 kcal per mole
E_LUMO = -3.49 eV
Molar mass = 822.4 g mol⁻¹



7.
Computed, not measured: C40H31N7O2P2PdSe2 as an isolated structure, with ωB97M-V/def2-TZVPD.

Each line ends with the Mulliken charge.
CARTESIAN COORDINATES (ANGSTROEM)
Pd1 -0.045 -0.264 -0.198  0.1719
Se1 -3.147 0.579 -6.766  -0.3160
P1 -3.196 1.759 -5.032  -0.2916
C1 -2.567 3.411 -5.468  1.5203
C2 -3.324 4.560 -5.665  0.0628
C3 -2.758 5.670 -6.275  -0.9359
C4 -1.443 5.638 -6.701  -0.5843
C5 -0.680 4.495 -6.500  -0.7027
C6 -1.236 3.390 -5.887  -0.8527
C7 -4.887 1.689 -4.352  0.9041
C8 -5.928 2.565 -4.632  -0.2586
C9 -7.218 2.265 -4.217  -0.7491
C10 -7.484 1.078 -3.555  -0.8193
C11 -6.453 0.182 -3.303  -0.5228
C12 -5.162 0.488 -3.695  -0.3276
C13 -2.153 1.074 -3.706  0.1060
C14 -1.642 1.394 -2.417  0.5467
N1 -0.954 0.281 -2.040  1.1779
N2 -0.996 -0.613 -2.999  -1.1686
N3 -1.706 -0.164 -3.993  0.0273
P2 -1.660 2.706 -1.175  1.0312
Se2 -0.593 2.124 0.598  -0.3506
C15 -3.387 3.117 -0.812  0.6041
C16 -4.174 3.740 -1.776  -0.3104
C17 -5.478 4.095 -1.473  -0.8581
C18 -5.999 3.821 -0.216  -0.7903
C19 -5.221 3.183 0.738  -0.7114
C20 -3.913 2.831 0.443  -0.8075
C21 -0.832 4.196 -1.791  0.4540
C22 0.492 4.038 -2.193  -0.3751
C23 1.257 5.146 -2.505  -0.6572
C24 0.697 6.414 -2.432  -0.5762
C25 -0.625 6.572 -2.048  -0.8422
C26 -1.391 5.466 -1.714  -0.2684
H1 -4.363 4.599 -5.369  -0.0093
H2 -3.359 6.557 -6.430  0.4316
H3 -1.014 6.501 -7.194  0.4034
H4 0.349 4.465 -6.835  0.4256
H5 -0.658 2.481 -5.771  0.4098
H6 -5.755 3.477 -5.187  0.2782
H7 -8.019 2.962 -4.429  0.4380
H8 -8.496 0.841 -3.253  0.4017
H9 -6.657 -0.765 -2.820  0.4524
H10 -4.356 -0.217 -3.529  0.3843
H11 -3.758 3.951 -2.752  0.7546
H12 -6.089 4.587 -2.216  0.4488
H13 -7.017 4.102 0.018  0.4163
H14 -5.625 2.966 1.718  0.4599
H15 -3.293 2.339 1.181  0.3109
H16 0.922 3.044 -2.239  0.0536
H17 2.291 5.022 -2.801  0.4881
H18 1.297 7.282 -2.673  0.4165
H19 -1.059 7.562 -1.992  0.4427
H20 -2.411 5.593 -1.378  0.4758
O1 0.611 -1.483 3.665  -0.6882
C27 0.244 -1.215 2.534  0.4752
O2 0.984 -0.972 1.516  -0.5691
C28 -1.262 -1.193 2.250  0.2118
C29 -2.188 -1.279 3.300  -0.4094
C30 -3.519 -1.372 3.012  -0.7916
C31 -3.934 -1.439 1.663  1.4876
C32 -5.278 -1.631 1.278  -0.8698
C33 -5.615 -1.752 -0.042  -0.9249
C34 -4.619 -1.702 -1.035  -0.5490
C35 -3.308 -1.513 -0.698  -0.3832
C36 -2.938 -1.362 0.656  -0.1898
N4 -1.621 -1.204 0.978  -0.7555
H21 -1.815 -1.280 4.314  0.5264
H22 -4.255 -1.442 3.803  0.4469
H23 -6.040 -1.703 2.045  0.3952
H24 -6.646 -1.921 -0.323  0.4155
H25 -4.892 -1.839 -2.074  0.9313
H26 -2.529 -1.514 -1.448  0.6190
N5 4.821 1.829 0.447  -0.4019
C37 3.932 1.425 -0.492  0.4859
C38 2.793 0.675 -0.133  -0.1069
N6 1.927 0.270 -1.046  -0.0758
C39 2.163 0.599 -2.325  -0.4618
C40 3.283 1.333 -2.659  -0.4359
N7 4.168 1.754 -1.761  -0.6528
H27 4.685 1.590 1.412  0.2083
H28 5.666 2.285 0.161  0.2396
H29 2.613 0.375 0.892  0.4065
H30 1.476 0.233 -3.075  0.5699
H31 3.488 1.585 -3.693  0.4341

Output
Charge = 0
Multiplicity = 3
Orbital gap (alpha / beta) = 0.2643 / 0.2221 hartree
DFT total energy = -209260.368 eV
Relative energy (zero: lowest compared OMol25 entry of this formula, charge and spin) = 7.8 kcal per mole
E_LUMO (alpha / beta) = -0.31 / -1.49 eV
Molar mass = 968.0 g mol⁻¹



8.
Computed, not measured: a 3-piece molecular cluster, C5H17NO2 overall, with ωB97M-V/def2-TZVPD.

Each line ends with the natural charge from an NBO analysis.
CARTESIAN COORDINATES (ANGSTROEM)
C1 -1.242 -0.814 0.925  -0.6172
C2 -0.192 -0.328 -0.073  -0.0448
C3 1.231 -0.512 0.444  -0.2292
C4 2.327 0.133 -0.396  -0.6129
C5 1.614 -1.964 0.798  -0.6147
N1 -0.415 -0.988 -1.376  -0.8542
H1 -1.952 -1.547 0.535  0.2175
H2 -0.790 -1.323 1.774  0.2167
H3 -1.851 0.010 1.282  0.1957
H4 -0.356 0.722 -0.323  0.1708
H5 1.290 0.017 1.403  0.1958
H6 2.328 1.225 -0.313  0.2159
H7 2.111 0.092 -1.468  0.1980
H8 3.309 -0.224 -0.104  0.2178
H9 2.429 -1.957 1.517  0.2142
H10 0.802 -2.600 1.138  0.2077
H11 2.008 -2.421 -0.118  0.2021
H12 0.391 -0.884 -1.978  0.3581
H13 -0.693 -1.956 -1.327  0.3596
H14 -2.037 1.840 0.645  0.4616
H15 -3.091 2.220 1.617  0.4719
O1 -2.388 2.610 1.098  -0.9318
H16 -1.677 2.241 -2.341  0.4667
H17 -1.594 3.226 -1.197  0.4732
O2 -1.559 3.183 -2.162  -0.9382

Output
Charge = 0
Multiplicity = 1
Orbital gap = 0.3686 hartree
DFT total energy = -11045.551 eV
Relative energy (zero: lowest compared OMol25 entry of this formula, charge and spin) = 16.3 kcal per mole
SMILES = CC(C)[C@H](C)N.O.O
E_LUMO = 0.65 eV
Molar mass = 123.2 g mol⁻¹